Entry 1:
Computed, not measured: 3 unconnected molecules or ions with the total composition C5H13O3 at a distorted geometry, with ωB97M-V/def2-TZVPD.

Results
Net charge = -1
E_LUMO = 0.14431 hartree
Kohn-Sham gap = 0.2991 Eh
HOMO energy = -4.2111 eV
Energy = -423.9780 hartree

CARTESIAN COORDINATES (ANGSTROEM)
C  -0.0411  -1.2025  1.5014
O  -0.4063  -1.7949  0.2725
C  -0.8071  0.1385  1.7675
C  -0.7389  1.0852  0.5821
C  -1.6300  0.8048  -0.6594
C  -1.5245  0.6315  -2.0311
H  1.0528  -0.8540  1.4038
H  -0.0948  -1.8859  2.3985
H  -1.8835  -0.1390  2.0649
H  -0.3935  0.6636  2.5934
H  0.2784  1.1060  0.3838
H  -0.9727  2.1178  0.9549
H  -2.6923  0.8552  -0.3717
H  -0.6340  0.2862  -2.5987
H  -2.5192  0.7947  -2.6922
H  3.1818  0.9908  -1.2692
H  2.7680  -0.1410  -0.6193
O  3.4272  0.5993  -0.4466
H  2.1552  -1.7179  -1.3798
H  0.0665  -1.3756  -0.4895
O  1.4080  -0.9627  -1.3655

Entry 2:
Computed, not measured: a single C3H8N2O molecule, with ωB97M-V/def2-TZVPD.

Results
Net charge = 0
E_LUMO = 0.02587 hartree
Kohn-Sham gap = 0.2809 Eh
HOMO energy = -6.9387 eV
Energy = -303.7727 hartree

CARTESIAN COORDINATES (ANGSTROEM)
C  -1.0281  -0.4999  1.1579
N  -0.4943  -0.2156  -0.2268
C  -1.0013  1.0979  -0.7114
C  0.9882  -0.3024  -0.5890
O  1.3338  -0.1391  -1.7359
N  1.7300  -0.5726  0.4843
H  -0.6417  -1.4917  1.4357
H  -0.5869  0.2698  1.8092
H  -0.9200  -0.9124  -0.8403
H  -0.6818  1.2566  -1.7417
H  -2.0842  1.0690  -0.6059
H  -0.5946  1.8743  -0.0599
H  2.7211  -0.7179  0.3796
H  1.2381  -0.7414  1.3569

Entry 3:
Computed, not measured: a single C17H21FN4O3 molecule at a distorted geometry, with ωB97M-V/def2-TZVPD.

Results
Net charge = 0
E_LUMO = 0.02798 hartree
Kohn-Sham gap = 0.3645 Eh
HOMO energy = -9.1564 eV
SMILES string = CCOC(=O)N1CCN(Cc2nc(Cc3cccc(F)c3)no2)CC1
Energy = -1205.0125 hartree

CARTESIAN COORDINATES (ANGSTROEM)
C  5.7814  -1.0774  -5.0808
C  5.7235  -0.5781  -3.6444
H  5.9651  -1.3923  -2.9534
H  6.4085  0.2584  -3.4890
O  4.4353  -0.0597  -3.3186
C  3.4992  -0.9810  -2.9864
O  3.7237  -2.1640  -2.8792
N  2.2769  -0.4250  -2.8178
C  2.0165  0.9935  -2.7699
H  2.8853  1.5356  -3.1384
C  1.6874  1.4118  -1.3353
N  0.5468  0.6442  -0.8689
C  0.0631  1.0955  0.4212
C  -1.2582  0.4857  0.7199
N  -1.5950  -0.1761  1.7845
C  -2.9010  -0.5009  1.5478
N  -3.3253  -0.0593  0.3987
O  -2.2641  0.5889  -0.1515
C  -3.7452  -1.2370  2.5213
C  -4.1725  -0.2781  3.6053
C  -3.2412  0.1891  4.5253
C  -3.6139  1.0880  5.5086
C  -4.9217  1.5355  5.5911
C  -5.8341  1.0663  4.6652
C  -5.4824  0.1713  3.6713
H  -6.2263  -0.1626  2.9651
F  -7.1125  1.4950  4.7300
H  -5.2357  2.2339  6.3503
H  -2.8828  1.4438  6.2184
H  -2.2189  -0.1499  4.4566
H  -3.1534  -2.0454  2.9537
H  -4.6111  -1.6418  1.9998
H  -0.0636  2.1819  0.3781
H  0.7424  0.8495  1.2551
C  0.8603  -0.7758  -0.8703
C  1.1891  -1.2195  -2.2948
H  1.4911  -2.2670  -2.3130
H  0.3114  -1.0732  -2.9317
H  -0.0066  -1.3313  -0.5078
H  1.7165  -0.9981  -0.2089
H  1.4287  2.4725  -1.3182
H  2.5738  1.2538  -0.6954
H  1.1518  1.2047  -3.4076
H  5.4998  -0.2833  -5.7684
H  6.7900  -1.4082  -5.3115
H  5.0982  -1.9137  -5.2059

Entry 4:
Computed, not measured: 4 unconnected molecules or ions with the total composition C3H13NO3 at a distorted geometry, with ωB97M-V/def2-TZVPD.

Results
Net charge = 0
E_LUMO = 0.02599 hartree
Kohn-Sham gap = 0.3208 Eh
HOMO energy = -8.0214 eV
SMILES string = C/C=C/N.O.O.O
Energy = -402.5272 hartree

CARTESIAN COORDINATES (ANGSTROEM)
C  0.1138  3.0474  -0.1391
C  -0.3106  1.6727  0.2947
C  0.4041  0.9011  1.1471
N  0.5308  -0.4694  1.2660
H  -0.0730  3.1765  -1.2047
H  -0.6057  3.7667  0.2832
H  1.0889  3.2795  0.2600
H  -1.2196  1.2280  -0.0933
H  1.2094  1.4361  1.6638
H  1.3659  -0.9857  1.0585
H  -0.3315  -0.9753  1.1890
H  -0.7767  -3.3782  1.0616
H  0.6058  -3.9634  1.2486
O  -0.0301  -3.3793  1.6720
H  1.2672  0.0488  -2.3285
H  0.1931  0.2014  -1.2652
O  0.3261  -0.0691  -2.1913
H  -1.8634  -1.6028  -0.8828
H  -0.7653  -1.7672  -1.9208
O  -1.1291  -2.1678  -1.1188

Entry 5:
Computed, not measured: a molecular structure, C5H6O2, with ωB97M-V/def2-TZVPD.

Results
Net charge = 0
E_LUMO = 0.00634 hartree
Kohn-Sham gap = 0.3556 Eh
HOMO energy = -9.5052 eV
Energy = -344.4197 hartree

CARTESIAN COORDINATES (ANGSTROEM)
O  -0.1389  0.8165  2.2642
C  -0.1837  0.4544  1.1158
C  -1.0465  1.1394  0.0479
O  -0.8932  0.4890  -1.1941
C  -0.0386  -1.1977  -0.7702
C  1.3638  -0.7486  -0.6518
C  0.4740  -0.7770  0.5723
H  -0.7386  2.1863  -0.0577
H  -2.0879  1.1242  0.3924
H  -1.1377  -0.6178  -1.2267
H  1.6401  0.1944  -1.1137
H  2.1287  -1.5208  -0.6980
H  0.6586  -1.5424  1.3194

Entry 6:
Computed, not measured: 2 unconnected molecules or ions with the total composition C8H14N2, with ωB97M-V/def2-TZVPD.

Results
Net charge = 0
E_LUMO = 0.01848 hartree
Kohn-Sham gap = 0.4469 Eh
HOMO energy = -11.6572 eV
SMILES string = CCCC#N.CCCC#N
Energy = -422.7162 hartree

CARTESIAN COORDINATES (ANGSTROEM)
C  -6.0418  -8.9028  -6.6817
C  -4.9247  -7.9379  -7.0087
C  -3.6613  -8.6213  -7.5403
C  -2.9692  -9.3928  -6.4943
N  -2.4390  -9.9902  -5.6729
H  -6.7811  -8.4681  -6.0114
H  -5.6600  -9.8033  -6.1920
H  -6.5654  -9.2580  -7.5748
H  -4.6319  -7.4127  -6.0928
H  -5.2333  -7.1493  -7.6950
H  -2.9497  -7.8727  -7.8955
H  -3.8288  -9.3149  -8.3683
C  -1.4621  -5.5390  -9.7479
C  -0.9244  -6.2640  -10.9776
C  -0.2831  -7.6093  -10.6687
C  0.7912  -7.4938  -9.6826
N  1.6258  -7.4092  -8.8962
H  -0.6622  -5.0290  -9.2168
H  -1.9669  -6.2322  -9.0749
H  -2.2022  -4.8046  -10.0673
H  -0.2016  -5.6272  -11.4891
H  -1.7400  -6.4353  -11.6836
H  0.1235  -8.0536  -11.5790
H  -1.0125  -8.3174  -10.2675

Entry 7:
Computed, not measured: a molecular structure, C22H20F2O4SSr at a distorted geometry, with ωB97M-V/def2-TZVPD.

Results
Net charge = 0
E_LUMO = -0.00226 hartree
Kohn-Sham gap = 0.2572 Eh
HOMO energy = -7.0601 eV
Energy = -1779.9127 hartree

CARTESIAN COORDINATES (ANGSTROEM)
Sr  1.3526  1.0465  -0.9025
O  1.2008  0.2231  1.1478
C  0.4990  -1.0866  1.3102
C  0.0762  -1.6010  -0.1098
O  -0.5528  -2.6417  -0.1034
O  0.3965  -0.8439  -1.1035
C  -0.7976  -0.8089  2.0808
C  -1.1939  -1.5630  3.1753
C  -2.3889  -1.2796  3.8338
C  -3.1987  -0.2397  3.4037
C  -2.8148  0.5139  2.2974
C  -1.6277  0.2248  1.6455
C  1.4545  -2.0303  2.0298
C  1.8483  -3.2526  1.4978
C  2.7549  -4.0570  2.1821
C  3.2775  -3.6532  3.4012
C  2.8875  -2.4325  3.9428
C  1.9819  -1.6362  3.2589
H  1.3498  0.5649  2.0371
H  -0.5792  -2.3894  3.5113
H  -2.6844  -1.8807  4.6866
H  -4.1255  -0.0178  3.9204
H  -3.4438  1.3229  1.9441
H  -1.3455  0.8072  0.7741
H  1.4377  -3.5853  0.5555
H  3.0524  -5.0060  1.7514
H  3.9839  -4.2832  3.9296
H  3.2832  -2.1049  4.8972
H  1.6707  -0.7000  3.7155
C  -0.3971  4.7605  -2.9835
S  0.4138  3.2125  -2.6720
O  0.4781  3.0974  -1.1481
C  -0.9048  2.1195  -3.1755
C  -0.8574  1.5892  -4.4592
C  -1.8749  0.7350  -4.8612
C  -2.8959  0.4073  -3.9781
C  -2.9182  0.9350  -2.6923
C  -1.9202  1.8045  -2.2823
H  -1.3513  4.7347  -2.4565
H  -0.5348  4.8715  -4.0607
H  0.2550  5.5443  -2.5952
H  -0.0277  1.8150  -5.1207
H  -1.8535  0.3027  -5.8535
H  -3.6716  -0.2832  -4.2870
H  -3.7057  0.6578  -2.0029
H  -1.9145  2.2206  -1.2808
F  3.5265  1.9329  -2.9372
C  3.7304  0.9717  -1.8380
F  3.9318  -0.2586  -2.5365
H  4.7372  1.2195  -1.4897

Entry 8:
Computed, not measured: a molecular structure, C12H17F6NO6PRb at a distorted geometry, with ωB97M-V/def2-TZVPD.

Results
Net charge = -2
E_LUMO = 0.12937 hartree
Kohn-Sham gap = 0.1600 Eh
HOMO energy = -0.8331 eV
Energy = -1938.5656 hartree

CARTESIAN COORDINATES (ANGSTROEM)
Rb  1.4190  -0.9417  1.4990
C  0.3892  -0.8127  -1.8676
C  -0.6787  -0.2073  -2.5341
C  -0.3428  0.6075  -3.8071
O  -1.2692  1.1673  -4.4115
C  1.0134  0.6619  -4.2032
C  2.0887  0.0508  -3.5257
C  1.7435  -0.6458  -2.2036
O  2.6058  -1.1189  -1.4418
O  3.2702  0.0505  -3.9155
O  -1.8652  -0.2741  -2.1242
H  0.1149  -1.4059  -1.0116
H  1.1841  1.1553  -5.1548
P  4.8243  -0.0049  2.9645
F  6.1828  0.5138  2.2886
F  4.3734  -0.7398  1.6072
F  5.6020  -1.3800  3.3815
F  3.4148  -0.5459  3.6319
F  5.2212  0.6505  4.3747
F  4.0299  1.3418  2.5407
C  -4.8689  -2.2352  -0.3207
O  -3.5666  -2.6407  -0.6015
C  -2.6222  -2.5137  0.4576
C  -2.5060  -1.1765  1.1696
N  -1.4108  -0.3659  0.7119
C  -1.5152  1.0095  1.1985
C  -0.5979  2.0196  0.5171
O  0.6283  2.0730  1.2110
C  1.4721  3.1215  0.7627
H  -5.0032  -1.9415  0.7241
H  -5.5590  -3.0612  -0.5555
H  -5.2154  -1.4114  -0.9552
H  -1.6794  -2.8399  0.0258
H  -2.9230  -3.2743  1.2000
H  -2.4066  -1.4721  2.2259
H  -3.4528  -0.6056  1.1650
H  -1.5027  -0.2894  -0.3178
H  -1.4804  1.1183  2.2866
H  -2.5358  1.3527  0.9171
H  -1.1557  2.9680  0.5870
H  -0.4561  1.8025  -0.5472
H  1.6077  3.1526  -0.3190
H  2.4215  3.0220  1.2809
H  1.0070  4.0652  1.0887

Entry 9:
Computed, not measured: a molecular structure, C11H14N4O5S3SbV, with ωB97M-V/def2-TZVPD.

Results
Net charge = -2
E_LUMO (alpha / beta) = 0.16882 / 0.16879 hartree
Expectation value of S² = 2.02
Multiplicity = 3
Kohn-Sham gap (alpha / beta) = 0.2085 / 0.2149 Eh
HOMO energy (alpha / beta) = -1.0791 / -1.2540 eV
Energy = -3401.9357 hartree

CARTESIAN COORDINATES (ANGSTROEM)
V  -1.0259  -0.3298  -1.9892
N  -1.0069  1.5463  -3.1964
C  -1.1719  2.7295  -2.3522
C  -1.6966  2.3741  -0.9582
O  -2.0356  3.2667  -0.1721
N  -1.6843  1.0638  -0.7407
C  -2.0970  0.5517  0.5483
C  -1.6164  -0.8912  0.6992
O  -1.5265  -1.3868  1.8378
O  -1.2931  -1.5019  -0.3733
H  -0.2251  1.6035  -3.8450
H  -1.8175  1.3891  -3.7977
H  -1.8420  3.4770  -2.7913
H  -0.2051  3.2225  -2.2166
H  -3.1923  0.5389  0.6404
H  -1.7196  1.1521  1.3837
S  -1.2704  0.3388  -6.3492
Sb  -1.3260  -1.5477  -4.9757
S  0.5440  -1.2504  -3.3925
S  -2.9097  -1.0229  -3.1704
O  -0.3208  -2.6342  4.4480
C  0.7562  -3.1364  3.6881
N  1.0617  -2.2738  2.5793
C  2.1706  -1.5009  2.5342
O  3.1222  -1.5847  3.3031
C  2.1337  -0.4662  1.4407
C  2.7708  0.7543  1.6309
C  2.6182  1.7395  0.6701
C  1.8063  1.4730  -0.4258
N  1.2070  0.3032  -0.6230
C  1.3993  -0.6566  0.2783
H  -0.9694  -2.2768  3.8242
H  0.5183  -4.1408  3.3129
H  1.6327  -3.1786  4.3357
H  0.2450  -2.0012  2.0207
H  3.3578  0.9100  2.5263
H  3.0805  2.7111  0.7773
H  1.6088  2.2378  -1.1675
H  0.9191  -1.6022  0.0576

Entry 10:
Computed, not measured: a molecular structure, C13H16Cl6N2 at a distorted geometry, with ωB97M-V/def2-TZVPD.

Results
Net charge = 0
E_LUMO = -0.01605 hartree
Kohn-Sham gap = 0.2983 Eh
HOMO energy = -8.5536 eV
Energy = -3374.8509 hartree

CARTESIAN COORDINATES (ANGSTROEM)
N  -17.2751  10.3355  8.8755
C  -18.2683  11.3178  8.7958
C  -18.4218  12.3245  9.8078
C  -17.5228  12.2635  10.9198
C  -16.5570  11.2552  11.0074
C  -16.4779  10.3088  9.9671
H  -18.7137  11.4421  7.8198
H  -19.1764  13.0836  9.6640
H  -17.5768  13.0933  11.6090
H  -15.8704  11.2108  11.8399
H  -15.8087  9.4617  9.9363
N  -22.0134  14.7759  8.4579
C  -22.5695  14.3092  7.3153
C  -22.0914  13.2164  6.6888
C  -20.9621  12.5652  7.1864
C  -20.3988  12.9927  8.4405
C  -20.9579  14.1021  9.0424
H  -23.4358  14.8509  6.9653
H  -22.5680  12.8793  5.7802
H  -20.5261  11.7284  6.6611
H  -19.4705  12.5783  8.8051
H  -20.5753  14.4940  9.9732
C  -19.2863  10.6030  4.5898
Cl  -17.6386  11.1283  4.1716
Cl  -20.1451  11.8099  5.5596
H  -19.8399  10.5855  3.6510
H  -19.2420  9.6129  5.0433
C  -19.2709  15.5232  10.3054
Cl  -18.1292  16.5911  9.4262
Cl  -18.6126  14.0507  10.9877
H  -19.6371  16.2093  11.0692
H  -20.1382  15.3546  9.6670
C  -23.7088  13.9954  9.6416
Cl  -25.3529  13.3079  9.3736
Cl  -23.6296  15.0144  11.0820
H  -22.9663  13.1976  9.6553
H  -23.6029  14.5326  8.6991

Entry 11:
Computed, not measured: a single CH3F2OP molecule at a distorted geometry, with ωB97M-V/def2-TZVPD.

Results
Net charge = 0
E_LUMO = 0.03217 hartree
Kohn-Sham gap = 0.4332 Eh
HOMO energy = -10.9130 eV
SMILES string = COP(F)F
Energy = -656.2955 hartree

CARTESIAN COORDINATES (ANGSTROEM)
C  -0.4975  -0.1182  -0.1820
O  -0.9013  0.6757  -1.3217
F  -0.9330  2.7703  -2.5443
F  -0.2472  0.8485  -3.7333
P  0.1241  1.5737  -2.2962
H  -1.1468  -0.9258  0.0463
H  -0.5086  0.4061  0.7523
H  0.4687  -0.5115  -0.1986

Entry 12:
Computed, not measured: a single C10H10Cl3N3O5S molecule at a distorted geometry, with ωB97M-V/def2-TZVPD.

Results
Net charge = 0
E_LUMO = -0.00659 hartree
Kohn-Sham gap = 0.3174 Eh
HOMO energy = -8.8174 eV
SMILES string = CO/N=C(\C(=O)OC)c1csc(NC(=O)OCC(Cl)(Cl)Cl)n1
Energy = -2706.1373 hartree

CARTESIAN COORDINATES (ANGSTROEM)
O  3.4833  -0.0405  1.9394
O  -4.7806  0.7502  1.0898
Cl  -2.2772  1.6922  -2.7975
Cl  -4.6369  3.5554  -2.8906
Cl  -4.9394  0.6655  -2.0886
N  -0.6433  -0.4031  1.0478
N  1.5945  -0.9606  -0.6760
O  2.5253  -1.0218  -1.7565
O  3.8237  -1.9626  0.7587
O  -2.8514  1.4310  0.0388
S  -1.2157  -1.3134  3.4567
C  3.0666  -0.8926  1.2610
C  -3.5987  0.6202  0.8704
C  -1.6496  -0.5039  1.8895
C  0.4748  -1.2560  2.8864
C  0.5692  -0.8197  1.5874
C  1.7473  -0.8095  0.6850
N  -3.0259  -0.3220  1.6801
C  2.0220  -0.3366  -2.8917
C  5.1934  -1.5682  0.4675
C  -3.9129  2.1189  -2.1353
C  -3.5877  2.4311  -0.6843
H  1.3299  -1.6428  3.4989
H  -3.7090  -0.7038  2.3606
H  2.9116  0.0575  -3.3756
H  1.3003  0.4526  -2.5780
H  1.5883  -1.1039  -3.6551
H  5.3146  -0.4415  0.3096
H  5.7836  -1.7888  1.3090
H  5.5927  -2.0545  -0.4543
H  -2.9118  3.2524  -0.8146
H  -4.5808  2.9186  -0.3388

> What is the net charge in the twelfth record?

0

> Among the records above, which one has the lowest energy?

C11H14N4O5S3SbV

> What is the formula in the eleventh record?

CH3F2OP